Computed, not measured: a structure of composition C30H43As3N3O3PRuS, with ωB97M-V/def2-TZVPD.

Each line ends with the Löwdin spin population.
Atoms and positions in Å:
Ru  -0.04  -1.16  -0.53  0.718
C  -3.41  2.18  -2.82  -0.001
As  -1.91  0.92  -3.01  -0.002
C  -3.00  -0.60  -3.63  0.000
C  -3.29  -0.56  -0.42  0.032
C  -3.84  -0.19  0.96  0.002
C  -4.68  -1.30  1.57  0.000
C  -1.68  0.04  2.71  0.001
As  -0.32  -1.15  1.86  0.018
C  1.07  -0.72  3.16  -0.001
C  -0.87  -2.87  2.60  0.013
C  -4.49  1.23  0.97  0.000
As  -3.06  3.27  2.89  0.000
C  -4.27  4.32  1.79  0.000
C  -1.43  3.66  1.90  0.000
H  -4.26  1.75  -2.29  0.000
H  -3.75  2.46  -3.82  0.000
H  -3.07  3.09  -2.32  0.000
H  -4.06  -0.39  -3.52  0.000
H  -2.74  -1.51  -3.09  0.000
H  -2.77  -0.76  -4.68  0.000
H  -3.05  -1.62  -0.49  0.013
H  -4.06  -0.33  -1.16  0.003
H  -4.08  -2.21  1.71  0.000
H  -5.51  -1.55  0.91  0.000
H  -5.09  -1.02  2.54  0.000
H  -2.04  -0.51  3.59  0.000
H  -1.15  0.92  3.07  0.000
H  0.64  -0.68  4.16  0.000
H  1.53  0.24  2.90  0.000
H  1.83  -1.50  3.12  0.000
H  -1.04  -2.81  3.67  0.001
H  -0.07  -3.57  2.41  0.000
H  -1.77  -3.22  2.09  0.002
H  -5.49  1.31  1.38  0.000
H  -4.40  1.77  0.03  0.000
H  -5.30  4.06  2.00  0.000
H  -4.05  4.19  0.73  0.000
H  -4.12  5.37  2.06  0.000
H  -0.57  3.19  2.36  0.000
H  -1.28  4.74  1.92  0.000
H  -1.52  3.33  0.86  0.000
N  1.16  -2.94  -0.39  0.014
C  2.31  -2.80  0.47  0.004
C  2.73  -3.83  1.29  0.000
C  3.81  -3.63  2.14  0.003
C  4.48  -2.41  2.14  0.000
C  4.06  -1.39  1.30  0.003
C  2.96  -1.56  0.47  0.004
P  2.13  -0.30  -0.57  0.047
C  2.96  -0.48  -2.18  0.009
C  2.54  0.36  -3.21  0.006
C  3.06  0.23  -4.49  -0.001
C  3.99  -0.77  -4.75  0.006
C  4.41  -1.61  -3.74  0.000
C  3.90  -1.47  -2.46  0.007
C  2.75  1.31  0.03  0.012
C  4.06  1.74  -0.17  0.004
C  4.47  2.98  0.29  0.001
C  3.57  3.81  0.94  0.001
C  2.26  3.40  1.13  0.000
C  1.85  2.16  0.67  0.002
H  0.63  -3.77  -0.17  0.006
H  1.46  -3.03  -1.36  0.001
H  2.21  -4.78  1.27  0.000
H  4.13  -4.43  2.79  0.000
H  5.33  -2.26  2.79  0.000
H  4.58  -0.44  1.32  0.000
H  1.78  1.11  -3.01  0.001
H  2.72  0.88  -5.28  0.000
H  4.39  -0.88  -5.75  0.000
H  5.14  -2.39  -3.95  0.000
H  4.25  -2.12  -1.67  0.000
H  4.76  1.11  -0.71  0.000
H  5.49  3.31  0.12  0.000
H  3.89  4.78  1.29  0.000
H  1.56  4.06  1.62  0.000
H  0.82  1.83  0.78  0.000
O  -1.00  -3.34  -2.27  0.028
N  -0.52  -2.55  -3.08  0.005
O  -0.50  -2.73  -4.27  0.005
O  -0.01  -1.43  -2.63  0.011
S  -1.78  0.40  -0.77  0.019
C  -2.85  0.45  1.93  0.001
N  -3.44  1.61  1.94  0.000

Values from the calculation:
**LUMO (alpha / beta)**: -2.982 / -2.983 eV
**Gap between HOMO and LUMO (alpha / beta)**: 5.20 / 6.87 eV
**Spin multiplicity**: 2
**Expectation value of S²**: 0.75
**DFT total energy**: -9100.38137 hartree
**Total charge**: +1